This record from the Open Molecules 2025 dataset describes C8H14 in the gas phase. The level of theory is ωB97M-V/def2-TZVPD.

Each line ends with the Löwdin charge.
Atoms and positions in Å:
C  1.6576  -1.2025  -2.8963  -0.004
C  1.0653  -0.4435  -1.9935  -0.177
C  0.9278  -0.8508  -0.5488  -0.170
C  -0.4606  -0.6362  0.0137  -0.331
C  -1.0989  -1.6084  0.6485  0.047
C  -1.0688  0.7574  -0.0367  -0.184
C  -1.1597  1.4306  1.3278  -0.263
C  0.1695  1.4814  2.0698  -0.108
H  1.7583  -0.9423  -3.9403  0.050
H  2.0801  -2.1587  -2.5987  0.058
H  0.6372  0.5035  -2.3035  0.092
H  1.6280  -0.2981  0.0897  0.120
H  1.1728  -1.9128  -0.4610  0.110
H  -2.0738  -1.4323  1.0876  0.066
H  -0.7056  -2.6115  0.7425  0.062
H  -0.4866  1.4038  -0.6966  0.100
H  -2.0652  0.6561  -0.4760  0.118
H  -1.5545  2.4386  1.1953  0.102
H  -1.9141  0.9383  1.9520  0.103
H  0.0586  1.9639  3.0406  0.069
H  0.9082  2.0500  1.5076  0.075
H  0.5245  0.4734  2.2763  0.068

E   -8521.8788 eV
ΔE to the lowest compared entry with this formula, charge and spin   27.69 kcal per mole
HOMO   -9.32 eV
Gap between HOMO and LUMO   10.42 eV
Total charge   0
Structure (SMILES)   C=CCC(=C)CCC